{"formula": "C57H129F30N7OP5", "method": "ωB97M-V/def2-TZVPD", "mol_weight_g_mol": 1653.52, "lumo_ha": -0.0823, "total_energy_ev": -201666.045, "total_charge": 1, "gap_ha": 0.2330, "e_homo_ev": -8.6, "symbols": ["C", "O", "H", "H", "H", "C", "C", "C", "N", "C", "C", "C", "C", "C", "H", "H", "H", "H", "H", "H", "H", "H", "H", "H", "H", "H", "H", "H", "H", "H", "H", "H", "C", "C", "C", "N", "C", "C", "C", "C", "C", "H", "H", "H", "H", "H", "H", "H", "H", "H", "H", "H", "H", "H", "H", "H", "H", "H", "H", "C", "C", "C", "N", "C", "C", "C", "C", "C", "H", "H", "H", "H", "H", "H", "H", "H", "H", "H", "H", "H", "H", "H", "H", "H", "H", "H", "C", "C", "C", "N", "C", "C", "C", "C", "C", "H", "H", "H", "H", "H", "H", "H", "H", "H", "H", "H", "H", "H", "H", "H", "H", "H", "H", "C", "C", "C", "N", "C", "C", "C", "C", "C", "H", "H", "H", "H", "H", "H", "H", "H", "H", "H", "H", "H", "H", "H", "H", "H", "H", "H", "C", "C", "C", "N", "C", "C", "C", "C", "C", "H", "H", "H", "H", "H", "H", "H", "H", "H", "H", "H", "H", "H", "H", "H", "H", "H", "H", "C", "C", "C", "N", "C", "C", "C", "C", "C", "H", "H", "H", "H", "H", "H", "H", "H", "H", "H", "H", "H", "H", "H", "H", "H", "H", "H", "P", "F", "F", "F", "F", "F", "F", "P", "F", "F", "F", "F", "F", "F", "P", "F", "F", "F", "F", "F", "F", "P", "F", "F", "F", "F", "F", "F", "P", "F", "F", "F", "F", "F", "F"], "xyz": [[10.6518, -11.1466, -18.5443], [10.2668, -10.7893, -17.2217], [10.5535, -10.3284, -19.2578], [11.6617, -11.5535, -18.4929], [9.9389, -11.9171, -18.8378], [2.1202, -12.2335, -17.6162], [3.5543, -12.7807, -17.4931], [4.5848, -11.8341, -18.2197], [5.8914, -12.5563, -18.6726], [6.7025, -13.0679, -17.4756], [6.6746, -11.5363, -19.5390], [7.3965, -12.4390, -20.5011], [6.5266, -13.6107, -20.8182], [5.5087, -13.6986, -19.6936], [1.3768, -12.7303, -16.9928], [1.6638, -12.1567, -18.6031], [2.0739, -11.2419, -17.1660], [3.4540, -13.7370, -18.0064], [3.7244, -12.8770, -16.4208], [4.9149, -10.9742, -17.6367], [4.2192, -11.3841, -19.1427], [7.2085, -12.2947, -16.8974], [7.5584, -13.5745, -17.9214], [6.0295, -13.7233, -16.9228], [7.3373, -11.0556, -18.8194], [6.0046, -10.8452, -20.0505], [8.3108, -12.7999, -20.0300], [7.7982, -11.8964, -21.3568], [7.1563, -14.4961, -20.9055], [6.0668, -13.5028, -21.8005], [5.5870, -14.6648, -19.1953], [4.5435, -13.4375, -20.1276], [10.9966, -13.5290, -22.5863], [11.7387, -14.8342, -22.7260], [13.2620, -14.8250, -22.9606], [13.7750, -14.6158, -24.4134], [12.9557, -15.4107, -25.4468], [13.8447, -13.1392, -24.8509], [15.2175, -12.8389, -25.3833], [15.8504, -14.2529, -25.5047], [15.2344, -15.0202, -24.4356], [9.9457, -13.8049, -22.6735], [11.2750, -12.8370, -23.3810], [11.1810, -13.0791, -21.6108], [11.1914, -15.5175, -23.3754], [11.5303, -15.2940, -21.7600], [13.6598, -15.8167, -22.7457], [13.7066, -14.0770, -22.3042], [13.4098, -15.2337, -26.4218], [11.9978, -14.8986, -25.5384], [12.9408, -16.4448, -25.1027], [13.0352, -13.0184, -25.5707], [13.5736, -12.5075, -24.0050], [15.1330, -12.2732, -26.3111], [15.7912, -12.2476, -24.6696], [15.5148, -14.5758, -26.4902], [16.9250, -14.1450, -25.3572], [15.2843, -16.1012, -24.5670], [15.6508, -14.5539, -23.5427], [4.1421, -7.7114, -18.0625], [5.5853, -8.0021, -18.1508], [6.3910, -6.8895, -17.4927], [7.9282, -7.1042, -17.5492], [8.3054, -8.2747, -16.6063], [8.6601, -5.8089, -17.1505], [9.9561, -5.7511, -18.0746], [9.5310, -6.3057, -19.4029], [8.4596, -7.3207, -19.0503], [3.6348, -8.5913, -18.4582], [3.9191, -6.8794, -18.7304], [3.7009, -7.6823, -17.0662], [5.8400, -7.9665, -19.2100], [5.8827, -8.9457, -17.6934], [6.1342, -6.7503, -16.4426], [6.2253, -5.9213, -17.9652], [7.8776, -8.0148, -15.6380], [9.3803, -8.1997, -16.7710], [8.0089, -9.2694, -16.9391], [8.7918, -5.7791, -16.0689], [8.0111, -5.0007, -17.4878], [10.7206, -6.3647, -17.5980], [10.3087, -4.7253, -18.1820], [10.3415, -6.8619, -19.8739], [9.1027, -5.6224, -20.1363], [8.9133, -8.3117, -19.0609], [7.6990, -7.3491, -19.8305], [12.3710, -9.8265, -21.8140], [13.4022, -8.8111, -22.3086], [13.3388, -8.5575, -23.7869], [14.2072, -7.3403, -24.3179], [14.1341, -7.2828, -25.8563], [15.6930, -7.5263, -23.8224], [15.7951, -6.4867, -22.7432], [14.9473, -5.3801, -23.2553], [13.7488, -5.9766, -23.6890], [12.6209, -10.0413, -20.7750], [12.4558, -10.8172, -22.2604], [11.3573, -9.4265, -21.7936], [14.4058, -9.2038, -22.1455], [13.3912, -7.9384, -21.6556], [12.3731, -8.3658, -24.2548], [13.8033, -9.4019, -24.2962], [13.1241, -7.0978, -26.2222], [14.4339, -8.2537, -26.2506], [14.8383, -6.4830, -26.0855], [16.4643, -7.3580, -24.5739], [15.8800, -8.5579, -23.5242], [16.7970, -6.0770, -22.6151], [15.5264, -6.8269, -21.7431], [15.4307, -4.8289, -24.0619], [14.8306, -4.6130, -22.4898], [13.1152, -5.3873, -24.3519], [13.1303, -6.3024, -22.8527], [14.3978, -11.9255, -14.0495], [14.8956, -10.6453, -14.7205], [13.7010, -9.8380, -15.3584], [14.1156, -8.7001, -16.3075], [15.1530, -7.7322, -15.6632], [14.6521, -9.4547, -17.5961], [14.5291, -8.3166, -18.6049], [13.1413, -7.8479, -18.3961], [12.8633, -7.9427, -16.8686], [15.1701, -12.6939, -14.0152], [13.5466, -12.3488, -14.5826], [14.1924, -11.6339, -13.0195], [15.5776, -10.9640, -15.5087], [15.4247, -10.0540, -13.9732], [12.9975, -9.2878, -14.7335], [13.1573, -10.4828, -16.0487], [15.0534, -6.8479, -16.2926], [16.1491, -8.1740, -15.6377], [14.8692, -7.4759, -14.6425], [15.6642, -9.7771, -17.3516], [14.0594, -10.2736, -18.0038], [15.3053, -7.5641, -18.4653], [14.5632, -8.6212, -19.6509], [12.9583, -6.8447, -18.7810], [12.3045, -8.3991, -18.8251], [12.7502, -6.9714, -16.3870], [11.9812, -8.5516, -16.6708], [17.2859, -18.8249, -17.1078], [16.0865, -18.0431, -16.6042], [15.1733, -17.4833, -17.7609], [13.9750, -16.5554, -17.3398], [12.9058, -17.3637, -16.6191], [13.3592, -15.9194, -18.6387], [12.9849, -14.5333, -18.3174], [13.1969, -14.2818, -16.8106], [14.3765, -15.3051, -16.5627], [17.7916, -18.3744, -17.9619], [17.0442, -19.7826, -17.5687], [17.9426, -19.1167, -16.2882], [16.4336, -17.2310, -15.9653], [15.3961, -18.5597, -15.9374], [14.8333, -18.2496, -18.4575], [15.8591, -16.8484, -18.3218], [12.5975, -18.1349, -17.3251], [12.1051, -16.6742, -16.3517], [13.3254, -17.8904, -15.7620], [12.5772, -16.6194, -18.9328], [14.0450, -15.8655, -19.4843], [11.9395, -14.4650, -18.6185], [13.4740, -13.7684, -18.9206], [12.3164, -14.4461, -16.1895], [13.5378, -13.2862, -16.5263], [14.5082, -15.5312, -15.5046], [15.3613, -15.0460, -16.9516], [12.1941, -10.8399, -10.0854], [11.4828, -11.6747, -11.1480], [10.6993, -10.6644, -12.1076], [9.8890, -11.4134, -13.1722], [9.4338, -10.2718, -14.1417], [10.6154, -12.4639, -14.0396], [9.5054, -13.3224, -14.5671], [8.3736, -13.2812, -13.6120], [8.6955, -12.2226, -12.5551], [13.0340, -10.2926, -10.5134], [12.6069, -11.5672, -9.3862], [11.5240, -10.0737, -9.6955], [10.8665, -12.4480, -10.6894], [12.1754, -12.1712, -11.8276], [11.4400, -10.0723, -12.6451], [10.0392, -10.0049, -11.5442], [8.8141, -9.5530, -13.6056], [8.9204, -10.6931, -15.0060], [10.3459, -9.8545, -14.5683], [11.0705, -11.9652, -14.8954], [11.4482, -12.9102, -13.4961], [9.0909, -12.9870, -15.5177], [9.8439, -14.3328, -14.7968], [7.3924, -13.1586, -14.0705], [8.3277, -14.2443, -13.1037], [7.8306, -11.6292, -12.2588], [9.0505, -12.7438, -11.6660], [9.4814, -7.0485, -23.5635], [8.3384, -7.2498, -24.7121], [10.6349, -6.4937, -24.5955], [8.9970, -5.5207, -23.3011], [10.4991, -7.0112, -22.3237], [8.3697, -7.8291, -22.5724], [10.0864, -8.5411, -23.8511], [8.6071, -16.7983, -18.0725], [8.3231, -16.1544, -19.5676], [7.6560, -18.1122, -18.4985], [9.9578, -17.6990, -18.4822], [8.5874, -17.3664, -16.5961], [9.3404, -15.4284, -17.6291], [7.1686, -16.2163, -17.5023], [4.8522, -10.0438, -14.1470], [5.2730, -11.5826, -13.8123], [3.9459, -10.0807, -12.7548], [6.0276, -9.3686, -13.2496], [4.3724, -8.5255, -14.4008], [5.8353, -9.9712, -15.4467], [3.6186, -10.5820, -15.0336], [16.3878, -11.6787, -20.9993], [14.8227, -11.7083, -21.3771], [16.6986, -11.1195, -22.5838], [16.1603, -10.1003, -20.7510], [17.9626, -11.6503, -20.5102], [15.9351, -12.1671, -19.4897], [16.4649, -13.2352, -21.6136], [11.0094, -6.4446, -13.6256], [12.5826, -6.6180, -13.8206], [10.5851, -7.3923, -14.8648], [10.9558, -7.6745, -12.6404], [9.4118, -6.1438, -13.4718], [11.3676, -5.4211, -12.4547], [11.0737, -5.2910, -14.7815]], "forces_ev_per_angstrom": [[-1.3, 0.2, 2.9], [0.5, 0.3, -0.5], [0.3, 0.3, -0.5], [0.6, -0.2, -0.8], [0.2, -0.6, -0.8], [-0.4, 1.3, 0.8], [-0.8, 0.9, -1.1], [0.3, -1.1, 0.4], [-1.5, 0.9, -0.5], [0.2, -0.1, -1.6], [0.2, -1.3, 1.0], [1.9, 0.8, 0.0], [0.2, -0.5, -0.8], [0.8, 0.6, 0.4], [0.4, -0.7, 0.0], [0.5, -0.2, -0.3], [0.2, 0.4, -0.2], [0.9, -0.3, 0.2], [0.5, -0.2, -0.2], [-0.1, -0.3, 0.5], [-0.5, -0.4, 0.0], [-0.9, 0.6, 0.0], [-0.3, -0.7, 0.1], [0.5, 0.0, 0.1], [0.0, 0.4, -0.3], [-0.2, -0.1, 0.3], [0.0, -0.1, 0.3], [-0.4, 0.1, -0.2], [-0.2, -0.1, 0.3], [-0.4, 0.1, 0.1], [-0.5, 0.2, 0.2], [-0.2, -0.3, 0.7], [0.1, 0.2, -0.6], [0.1, -0.7, 0.3], [-0.9, -0.5, -0.6], [-0.4, 0.6, 0.1], [0.7, 1.4, 0.8], [-1.6, 0.1, 0.6], [0.4, -0.3, 0.5], [0.1, 2.0, -2.1], [-0.8, -0.1, 0.8], [-0.1, 0.5, 0.1], [-0.3, 0.3, 0.1], [0.0, 0.2, -0.1], [0.3, 0.1, -0.5], [0.7, -0.5, 0.2], [0.0, 0.0, 0.3], [0.4, 0.1, -0.3], [0.3, -0.5, 0.2], [-0.2, -0.6, 0.4], [-0.3, 0.1, -0.4], [0.2, 0.1, -0.1], [0.1, -0.2, 0.2], [0.3, -0.3, -0.1], [-0.1, 0.1, 0.1], [0.8, -0.6, -0.2], [0.0, -0.5, -0.5], [0.2, 0.1, 0.6], [0.0, -0.9, 0.6], [-1.5, -1.0, -0.2], [1.8, 0.7, 0.3], [1.1, 0.3, -0.1], [-1.0, 0.1, -1.5], [0.7, 1.5, -1.6], [0.5, -0.3, -1.2], [-0.9, 0.4, 1.6], [-0.6, -0.8, 0.1], [-0.2, -1.4, 0.6], [-0.3, 0.0, -0.4], [-0.4, 0.2, 0.5], [0.4, 0.7, 0.2], [0.2, -0.5, -0.1], [-0.2, -0.1, -0.1], [0.1, -0.3, 0.1], [-0.2, -0.1, -0.3], [0.5, -0.1, 0.1], [0.1, -0.7, 1.2], [-0.3, 0.4, -0.3], [0.3, 0.0, -0.1], [-0.1, 0.0, 0.2], [0.1, 0.1, -0.1], [0.1, 0.0, 0.4], [0.0, 0.3, -0.2], [0.4, 0.4, 0.3], [-0.2, -0.2, 0.3], [-0.4, 0.2, 0.6], [0.3, 0.1, 0.8], [0.6, -0.3, 0.3], [0.4, 1.4, -1.5], [0.1, -0.7, -0.3], [0.3, -0.2, 1.4], [-0.5, -0.3, 0.0], [1.6, 0.1, 0.7], [2.2, 2.8, 1.1], [-3.1, -2.5, -0.7], [0.0, 0.1, 0.2], [-0.2, 0.2, -0.5], [0.0, -0.2, -0.5], [0.0, -0.3, 0.3], [-0.5, 0.3, -0.3], [-0.3, -0.1, 0.5], [-0.1, -0.1, -0.1], [0.0, 0.3, 0.4], [0.3, 0.2, 0.1], [-0.2, -0.2, -0.6], [-0.6, 0.4, -0.6], [-0.5, 0.0, 0.2], [0.3, -0.4, -0.2], [-0.4, -0.2, -0.1], [0.3, -0.2, -0.2], [-0.4, 0.0, 0.1], [0.1, -0.4, -0.3], [-0.2, 0.2, -0.1], [0.2, 0.5, 0.3], [-0.9, 0.5, -0.7], [0.6, 0.7, -0.5], [0.1, -1.7, -0.4], [-1.2, -0.6, -1.0], [1.1, 2.4, 0.0], [0.6, -1.0, -1.2], [-2.0, 1.4, 1.4], [0.9, 0.0, 0.0], [0.1, 0.1, 0.0], [-0.2, 0.1, 0.3], [-0.6, -0.6, 0.0], [0.1, 0.4, -0.1], [0.1, 0.1, -0.2], [0.1, -0.7, 0.8], [-0.4, -0.2, 0.4], [0.6, 0.0, 0.3], [-0.2, 0.0, -0.4], [-0.5, -0.2, -0.2], [-0.1, 0.0, -0.3], [-0.5, -0.1, 1.0], [-0.2, 0.2, 0.1], [0.7, -0.5, 0.1], [0.2, 0.3, 0.2], [0.6, -0.7, -0.6], [0.2, -0.2, 0.3], [0.1, -0.1, 0.1], [-0.4, -1.1, -0.5], [-1.8, 0.7, -0.1], [1.2, 1.1, 0.9], [0.9, -0.4, -0.9], [0.6, 0.1, -0.7], [0.9, -1.8, 0.0], [-2.2, 1.8, 0.3], [1.6, -0.9, -0.4], [-0.8, -0.4, 0.7], [0.4, 0.7, 0.5], [-0.7, -0.2, 0.2], [0.2, 0.5, -0.1], [0.1, 0.4, -0.3], [0.4, -0.8, 0.1], [-0.4, 0.0, 0.4], [-0.3, 0.3, -0.3], [-0.4, 0.2, 0.1], [-0.1, -0.4, 0.0], [0.1, 0.5, 0.1], [-0.3, 0.4, 0.1], [0.7, -0.7, 0.4], [-0.3, 0.5, 0.4], [0.5, -0.3, 0.1], [0.1, -0.5, -0.1], [0.1, 0.0, -0.5], [-0.1, -0.3, 0.0], [-0.3, 0.6, -0.2], [0.3, -0.5, -0.7], [-0.7, 1.6, -1.5], [0.7, -2.5, 0.6], [-0.9, 1.0, -0.1], [0.1, -1.1, 0.1], [0.2, 1.5, -0.2], [0.1, -0.8, -1.5], [-1.1, -0.8, 1.6], [0.5, 0.0, -0.6], [0.1, 0.0, -0.1], [-0.1, 0.6, 0.6], [0.0, -0.4, 0.6], [-0.2, 0.2, -0.1], [0.3, -0.2, 0.4], [-0.2, 0.1, 0.1], [-0.1, -0.1, -0.3], [0.2, -0.1, 0.0], [-0.2, -0.2, 0.2], [-0.1, 0.2, 0.3], [0.0, 0.5, 0.0], [-0.6, -0.4, 0.3], [0.8, 0.5, -0.2], [0.1, -0.1, 0.2], [0.2, 0.3, -0.1], [-0.2, 0.0, 0.2], [0.3, 0.5, -0.3], [0.3, 0.4, -0.1], [-1.7, -1.6, -0.6], [1.3, 0.6, 0.0], [-0.4, 0.1, 0.2], [0.1, -1.2, 0.4], [0.5, 0.9, 0.6], [0.6, 1.4, 0.3], [0.0, -0.4, -0.6], [-4.5, -2.4, 0.1], [1.1, -0.4, 0.9], [1.5, 0.5, -0.7], [-0.8, 2.1, 0.2], [2.9, -1.0, 1.4], [0.9, -0.6, -0.4], [-0.7, 2.3, -1.5], [-1.3, 1.1, 2.7], [0.8, 0.5, -0.5], [0.2, -0.2, -1.2], [1.0, -1.1, -0.1], [-0.4, 0.1, -0.8], [0.0, -0.5, -0.2], [0.3, -0.1, -0.3], [0.2, 0.2, -1.6], [-1.0, -0.5, -0.4], [0.5, -1.3, 0.9], [0.7, 0.2, 1.8], [-2.0, -0.1, -1.0], [0.7, 0.3, -0.8], [0.6, 1.0, 1.0], [-1.6, 2.7, -0.8], [1.2, -1.3, -0.7], [0.7, -1.7, -0.4], [-0.1, -0.9, 0.6], [0.4, -0.1, 0.6], [-0.6, 0.2, 0.2], [0.2, 0.9, 0.2]]}